Computed, not measured: a cluster of 3 separate species, C24H49BrCl2N8O2P2S in total in a non-equilibrium geometry, with wB97M-V/def2-TZVPD.

Geometry as ORCA input:
```
! RIJCOSX wB97M-V def2-TZVPD def2/J DEFGRID3
* xyz 0 1
C -2.9703 11.0067 2.0998
C -3.3856 9.6194 1.3251
C -3.2699 8.3247 2.3783
Br -3.6989 8.8279 4.2837
C -4.0424 6.9817 1.8432
C -3.1029 5.6815 1.3742
C -3.6934 4.2611 0.8081
N -2.8520 3.0614 0.4051
S -4.0809 1.8791 -0.0713
N -5.6372 2.7237 0.1174
C -5.3175 4.1030 0.6534
C -6.3004 5.3633 1.0838
C -5.6649 6.7832 1.6957
C -6.7096 7.9647 2.1412
Cl -8.2684 7.1389 2.8221
C -7.2465 8.9040 0.8820
C -7.0187 10.4975 1.2635
Cl -6.5096 8.4054 -0.7541
H -2.6336 11.8553 1.3489
H -3.8506 11.4137 2.7608
H -2.0074 10.7790 2.7651
H -2.5388 9.4318 0.5048
H -4.4079 9.6561 0.7570
H -2.1063 8.0573 2.3812
H -1.9297 5.8105 1.4559
H -7.4584 5.1864 0.9264
H -6.3374 8.6649 3.0014
H -8.4264 8.7774 0.7554
H -6.0542 10.5608 1.9642
H -6.7351 11.1612 0.3129
H -7.9134 10.9650 1.8720
O 2.9800 -0.7962 -0.9362
P 1.6579 -0.3744 -0.2496
N 2.4822 0.0493 1.1793
C 2.2363 -0.3492 2.5492
C 3.2979 1.2579 1.1137
N 1.1074 -2.0016 -0.1937
C 1.4349 -2.9100 0.8957
C 1.2767 -2.7468 -1.4534
N 0.1380 0.1106 0.5397
C -0.0676 1.5318 0.7791
C -0.9654 -0.7095 1.0011
H 1.2169 -0.1432 2.8814
H 2.8928 0.1707 3.2597
H 2.4607 -1.4044 2.7058
H 2.6991 2.1492 1.3245
H 3.7446 1.3851 0.1219
H 4.1355 1.2263 1.8194
H 2.5138 -3.0201 1.0228
H 1.0084 -3.9052 0.7307
H 0.9897 -2.5752 1.8302
H 2.3001 -3.1179 -1.5743
H 1.0295 -2.1112 -2.3113
H 0.5940 -3.6013 -1.4969
H 0.2026 1.8002 1.8028
H -1.1059 1.8372 0.6078
H 0.5415 2.1304 0.0931
H -0.7678 -1.1169 1.9962
H -1.2010 -1.5284 0.3156
H -1.8989 -0.1380 1.0747
O 3.1856 -7.4815 -0.0506
P 4.0689 -7.9695 -1.2248
N 4.2104 -6.3862 -1.8361
C 3.9631 -5.8768 -3.1686
C 5.0473 -5.4737 -1.0632
N 2.7463 -8.8000 -1.9426
C 1.8110 -8.1581 -2.8549
C 1.9555 -9.6150 -1.0039
N 5.0844 -8.5305 -2.5748
C 6.4917 -8.1585 -2.5527
C 4.7237 -9.3234 -3.7342
H 4.5274 -6.4016 -3.9419
H 4.2344 -4.8173 -3.2677
H 2.9018 -5.9019 -3.4163
H 6.0987 -5.5625 -1.3529
H 4.9800 -5.6819 0.0099
H 4.7389 -4.4296 -1.1872
H 1.3276 -7.2918 -2.3985
H 1.0286 -8.8515 -3.1815
H 2.3077 -7.8563 -3.7746
H 1.2414 -9.0081 -0.4372
H 2.6138 -10.1342 -0.2979
H 1.3991 -10.3937 -1.5351
H 6.6743 -7.2777 -3.1722
H 7.1418 -8.9665 -2.9065
H 6.8153 -7.9346 -1.5305
H 4.2999 -8.6991 -4.5254
H 4.0237 -10.1292 -3.4960
H 5.5917 -9.8350 -4.1679
*
```

Properties
* energy relative to the best compared isomer or geometry (same formula, charge and spin): 318.48 kcal per mole
* orbital gap: 0.2076 Eh
* highest occupied orbital energy: -0.281 Ha
* F_max: 0.1487 hartree/bohr
* SMILES string: CC[C@@H](Br)c1cc2nsnc2cc1[C@H](Cl)[C@@H](C)Cl.CN(C)P(=O)(N(C)C)N(C)C.CN(C)P(=O)(N(C)C)N(C)C

=====

Computed, not measured: a cluster of 3 separate species, C24H49FN5O13P2 in total in a non-equilibrium geometry, with wB97M-V/def2-TZVPD.

Geometry as ORCA input:
```
! RIJCOSX wB97M-V def2-TZVPD def2/J DEFGRID3
* xyz 1 1
C -2.7867 4.9426 3.6695
C -3.1179 4.2195 2.3731
O -3.3320 2.8094 2.5038
N -2.1780 2.1259 2.7961
C -1.8448 1.8308 4.1944
C -3.1080 1.5462 4.9918
F -3.8552 0.5873 4.3496
C -1.4062 1.6708 1.8154
N -0.2778 0.9818 1.9811
C 0.1924 0.6667 0.7790
C 1.4448 -0.1121 0.5775
C 1.6342 -1.1357 1.6908
O 1.1417 -2.4001 1.2395
C 0.9060 -3.2787 2.2621
O -0.1372 -3.3351 2.8330
N -0.6176 1.1426 -0.1639
C -0.4566 0.9763 -1.6102
C -1.6513 0.3226 -2.3054
C -1.7320 -1.1930 -2.0528
C -2.3213 -1.5426 -0.6775
C -3.8168 -1.2294 -0.5780
C -4.4968 -1.8182 0.6832
C -3.5576 -2.0337 1.8667
O -4.3576 -2.1481 3.0245
C -3.6426 -2.6975 4.1137
N -1.6214 1.8034 0.4773
N -2.6752 2.4161 -0.2053
C -2.3355 3.4721 -0.7681
O -1.9932 4.4488 -1.2613
H -2.9267 6.0162 3.5784
H -1.7255 4.8026 3.8965
H -3.3237 4.5355 4.5225
H -4.0636 4.6024 1.9914
H -2.3572 4.4663 1.6272
H -1.3346 2.7001 4.6102
H -1.2141 0.9503 4.2488
H -3.6896 2.4419 5.2018
H -2.7926 1.1305 5.9524
H 2.2764 0.5944 0.6267
H 1.4615 -0.6391 -0.3725
H 2.6963 -1.2199 1.9341
H 1.1258 -0.8117 2.5985
H 1.7240 -3.9630 2.5274
H 0.4382 0.4086 -1.8342
H -0.3108 1.9719 -2.0407
H -2.5929 0.8268 -2.1051
H -1.4680 0.4518 -3.3753
H -2.3635 -1.6474 -2.8173
H -0.7250 -1.5992 -2.1797
H -2.1150 -2.5971 -0.4836
H -1.7861 -0.9949 0.0996
H -3.9843 -0.1494 -0.5911
H -4.2752 -1.6273 -1.4854
H -5.2783 -1.1380 1.0152
H -4.9031 -2.7900 0.4063
H -2.8801 -1.1751 1.9922
H -2.9730 -2.9470 1.7227
H -2.5791 -2.4487 4.0506
H -4.0204 -2.2665 5.0407
H -3.7646 -3.7821 4.1685
C 0.8045 -4.3221 -2.4863
O 1.1345 -3.5566 -3.6444
P 0.9629 -4.2308 -5.0688
O -0.3951 -4.6644 -5.3992
O 2.0525 -5.3906 -5.1370
C 1.6321 -6.7513 -4.9473
O 1.5873 -3.0952 -5.9591
C 1.7871 -3.3803 -7.3525
H -0.0633 -4.9596 -2.6644
H 1.6557 -4.9330 -2.1828
H 0.5700 -3.6240 -1.6851
H 0.8120 -6.9961 -5.6192
H 1.3236 -6.9209 -3.9159
H 2.4851 -7.3855 -5.1721
H 0.8640 -3.7395 -7.8067
H 2.5758 -4.1220 -7.4727
H 2.0895 -2.4544 -7.8316
C 6.6362 1.5636 0.0553
O 5.3683 2.0274 -0.4260
P 5.1289 3.5881 -0.5098
O 6.0367 4.3380 -1.3739
O 5.0980 4.0914 1.0040
C 6.2598 4.7529 1.5355
O 3.6001 3.5972 -0.9142
C 2.9387 4.8690 -0.9133
H 7.4465 2.2067 -0.2893
H 6.6241 1.5284 1.1454
H 6.7899 0.5612 -0.3329
H 6.5593 5.5765 0.8909
H 7.0872 4.0526 1.6432
H 5.9905 5.1392 2.5146
H 3.4905 5.5898 -1.5159
H 2.8365 5.2389 0.1071
H 1.9515 4.7230 -1.3444
*
```

Properties
* energy relative to the best compared isomer or geometry (same formula, charge and spin): 0.00 kcal per mole
* orbital gap: 0.3137 Eh
* highest occupied orbital energy: -0.418 Ha
* F_max: 0.0413 hartree/bohr

=====

Computed, not measured: a cluster of 7 separate species, C24H50BO19S in total in a non-equilibrium geometry, with wB97M-V/def2-TZVPD.

Geometry as ORCA input:
```
! RIJCOSX wB97M-V def2-TZVPD def2/J DEFGRID3
* xyz -1 1
O -4.1687 -2.6571 4.3805
S -4.8802 -2.1216 3.1566
O -4.1475 -2.5450 1.9170
O -4.8335 -0.5031 3.2302
O -6.4474 -2.7416 3.2536
O -7.2306 -2.3392 2.1806
B -8.5940 -2.3057 2.6840
O -9.3219 -3.5043 3.0324
O -9.3056 -1.0800 2.9189
H -9.7792 -3.2432 3.8625
H -9.0537 -0.3917 2.2720
O 2.0539 -1.9080 -1.8698
C 1.0010 -2.2476 -1.3759
O -0.1556 -1.8571 -1.9316
C -1.4538 -2.3374 -1.5329
C -1.9825 -1.5772 -0.3352
C 0.9682 -3.0321 -0.0947
H -1.4339 -3.4175 -1.3690
H -2.1146 -2.1655 -2.3855
H -1.3399 -1.7017 0.5384
H -2.9856 -1.9196 -0.0746
H -2.0193 -0.5063 -0.5487
H 1.1118 -2.3494 0.7452
H 1.7825 -3.7579 -0.1134
H 0.0532 -3.6005 0.0534
O -2.8581 3.6948 -2.2171
C -2.0239 3.2418 -2.9618
O -1.6913 1.9411 -2.8910
C -0.8411 1.2785 -3.8372
C 0.6204 1.4928 -3.4995
C -1.2810 4.1325 -3.9196
H -1.0878 1.5784 -4.8591
H -1.0714 0.2138 -3.7640
H 0.8933 2.5503 -3.5373
H 1.2604 0.9464 -4.1958
H 0.8306 1.1497 -2.4848
H -0.4823 4.6476 -3.3814
H -1.9797 4.8680 -4.3195
H -0.8618 3.6090 -4.7764
O 1.6466 6.2063 -3.3470
C 2.4761 5.7443 -4.0898
O 2.7957 4.4404 -4.0087
C 3.6381 3.7536 -4.9437
C 5.1024 3.9502 -4.6074
C 3.2244 6.6251 -5.0530
H 3.3979 4.0425 -5.9697
H 3.3893 2.6942 -4.8552
H 5.3916 5.0019 -4.6602
H 5.7342 3.3844 -5.2950
H 5.3056 3.6185 -3.5872
H 4.0263 7.1368 -4.5179
H 2.5302 7.3635 -5.4549
H 3.6393 6.0955 -5.9077
O -7.6665 1.1344 -0.0532
C -7.8108 2.2666 0.3259
O -8.4100 2.5086 1.5076
C -8.4850 3.7977 2.1263
C -9.6451 4.6024 1.5748
C -7.4073 3.4262 -0.5432
H -7.5312 4.3237 2.0473
H -8.6495 3.6151 3.1899
H -9.5344 4.7895 0.5047
H -9.7240 5.5640 2.0862
H -10.5820 4.0560 1.7038
H -8.1875 3.6025 -1.2862
H -6.4770 3.1689 -1.0503
H -7.2144 4.3456 0.0052
O 1.1574 -2.5028 3.3263
C 1.9674 -3.2590 3.7975
O 3.2834 -3.0273 3.6259
C 4.3274 -3.7640 4.2774
C 4.6361 -5.0461 3.5322
C 1.5285 -4.5116 4.5053
H 4.0874 -3.9344 5.3293
H 5.2086 -3.1207 4.2629
H 3.7722 -5.7139 3.5009
H 5.4643 -5.5765 4.0057
H 4.9031 -4.8284 2.4961
H 1.2861 -5.2737 3.7625
H 0.6377 -4.2820 5.0904
H 2.2628 -4.9067 5.2041
O 7.7833 -2.9072 4.5666
C 7.9023 -2.7668 3.3740
O 7.4905 -3.7377 2.5401
C 7.4293 -3.6098 1.1122
C 8.7789 -3.8853 0.4804
C 8.5851 -1.5531 2.8058
H 7.0191 -2.6392 0.8253
H 6.7142 -4.3604 0.7702
H 9.5344 -3.1705 0.8131
H 8.7116 -3.8336 -0.6079
H 9.1366 -4.8771 0.7652
H 9.6661 -1.6895 2.8714
H 8.2941 -0.6854 3.3983
H 8.3095 -1.3299 1.7777
*
```

Properties
* orbital gap: 0.2416 Eh
* highest occupied orbital energy: -0.177 Ha
* F_max: 0.1642 hartree/bohr

=====

Computed, not measured: a structure of composition C24H50BrCl16NNbO2 in a non-equilibrium geometry, with wB97M-V/def2-TZVPD.

Geometry as ORCA input:
```
! RIJCOSX wB97M-V def2-TZVPD def2/J DEFGRID3
* xyz -1 1
C -3.8477 2.2589 1.7521
C -3.5119 3.3067 0.7117
C -2.5569 2.8135 -0.3819
C -3.0210 1.5114 -1.0320
C -2.2455 1.1131 -2.2961
C -0.7253 1.3976 -2.2795
C 0.0728 0.1548 -2.6726
C 1.5926 0.3058 -2.5189
C 2.2302 -1.0668 -2.1750
Nb 2.7839 -1.4110 -0.0169
C 1.1458 -2.9755 0.0575
C 1.0979 -3.8373 1.3423
C -0.2922 -4.4117 1.5351
O -0.2553 -5.4847 2.5074
C 1.4199 0.1488 0.9113
C 0.4509 -0.3732 1.9761
C -0.9385 -0.5861 1.3692
Br 0.2368 1.0801 3.3703
N 4.4625 -0.0407 -0.0648
C 4.9283 0.0947 1.0375
O 5.1525 0.4232 2.1748
H -2.9847 1.9702 2.3440
H -4.3252 1.3938 1.3077
H -4.5686 2.6548 2.4683
H -4.4130 3.7140 0.2508
H -3.0117 4.1470 1.1934
H -2.3973 3.5822 -1.1318
H -1.6242 2.5868 0.1343
H -3.0320 0.6970 -0.3174
H -4.0638 1.6667 -1.3164
H -2.7022 1.5242 -3.1921
H -2.3611 0.0342 -2.4011
H -0.5439 2.2163 -2.9757
H -0.3726 1.7360 -1.3103
H -0.1924 -0.1413 -3.6840
H -0.2599 -0.6495 -2.0139
H 1.9570 0.5876 -3.5071
H 1.8279 1.1028 -1.8176
H 3.1317 -1.1932 -2.7783
H 1.5418 -1.8523 -2.4920
H 3.3147 -1.8616 1.6877
H 3.9428 -2.7238 -0.5767
H 1.4108 -3.6508 -0.7572
H 0.1782 -2.5530 -0.2151
H 1.7402 -4.6966 1.1679
H 1.4638 -3.3312 2.2289
H -0.6146 -4.8492 0.5958
H -0.9997 -3.6692 1.8967
H -0.7288 -5.2044 3.2889
H 0.8127 0.7341 0.2201
H 2.0696 0.8548 1.4295
H 0.8389 -1.2340 2.4980
H -1.5723 0.2654 1.5748
H -1.4291 -1.4923 1.7099
H -0.8362 -0.6332 0.2888
C 6.4719 3.6603 2.9652
Cl 6.6904 3.6228 4.7232
Cl 5.6022 5.1121 2.4460
H 7.4499 3.6658 2.4964
H 5.9059 2.7834 2.6672
C 6.7711 -4.4108 1.5242
Cl 6.3938 -2.7412 1.9431
Cl 6.6455 -4.7171 -0.2137
H 7.7869 -4.6255 1.8348
H 6.0738 -5.0606 2.0397
C -1.6816 3.6793 5.9647
Cl -2.2769 3.9608 4.3275
Cl -2.1492 2.0862 6.5732
H -0.5998 3.7422 5.9543
H -2.0995 4.4338 6.6202
C -7.0435 2.2752 -2.5920
Cl -6.5229 0.8090 -1.7600
Cl -5.8181 2.8596 -3.7256
H -7.9504 2.0588 -3.1434
H -7.2251 3.0458 -1.8523
C -6.9052 1.1683 4.2669
Cl -6.8659 0.3344 2.7077
Cl -5.3222 1.7854 4.7543
H -7.5921 2.0028 4.1921
H -7.2465 0.4673 5.0190
C 10.6746 3.6425 1.5611
Cl 9.1494 4.2766 0.9298
Cl 10.6903 1.8775 1.5951
H 11.4803 3.9858 0.9238
H 10.8081 4.0104 2.5714
C -2.0566 -1.9741 -5.9881
Cl -2.4760 -0.3016 -5.5839
Cl -1.5528 -2.8900 -4.5641
H -2.9301 -2.4580 -6.4180
H -1.2391 -1.9622 -6.7003
C -4.0914 -5.3318 -7.9694
Cl -4.4944 -3.6544 -7.5680
Cl -3.5748 -6.2400 -6.5489
H -4.9716 -5.8054 -8.3866
H -3.2849 -5.3274 -8.6926
*
```

Properties
* orbital gap: 0.2435 Eh
* highest occupied orbital energy: -0.179 Ha
* F_max: 0.0570 hartree/bohr

=====

Which value of orbital gap does entry 1 give?
0.2076 Eh

=====

Which value of highest occupied orbital energy does entry 4 give?
-0.179 Ha